105
Properties=species:S:1:pos:R:3:mulliken_charge:R:1 method="wB97M-V/def2-TZVPD" spin_multiplicity=2 s2=0.777 charge=+1
C 0.53 0.43 -2.59 -0.924
C -0.02 -2.83 0.33 -0.341
H 0.07 -0.55 3.47 -0.126
F 1.98 1.88 -8.57 -0.249
C -2.12 -2.34 2.51 -1.971
H 4.24 -0.02 -0.97 0.542
H -0.21 0.86 -7.10 0.412
C 3.04 1.10 3.51 -1.123
H -1.43 -1.54 2.74 0.316
H -1.58 -3.28 2.64 0.346
C -1.02 3.08 -1.81 -1.250
H -4.03 -3.47 -0.16 0.365
C -2.63 4.67 0.03 -1.618
H -2.76 -4.40 0.66 0.250
H -2.77 -0.35 -2.20 0.070
C 5.19 2.40 3.26 -1.642
C 1.10 -4.95 0.69 0.377
C -2.71 -2.25 1.10 0.989
C 0.07 0.67 -4.98 -0.074
H 3.01 1.39 4.55 0.436
H -0.34 3.80 2.31 0.664
H 0.19 4.37 0.10 0.866
H -1.43 -3.09 -3.64 0.582
H 6.18 2.07 2.95 0.393
C 0.05 -4.21 0.17 -0.161
F -1.62 2.56 6.60 -0.316
H 5.16 2.44 4.35 0.391
H 3.07 0.31 -3.44 0.538
N -1.06 2.70 -0.37 0.121
H 1.01 2.84 -0.23 0.401
H -3.44 -1.64 -3.21 0.525
F 1.67 -0.25 -8.75 -0.252
C 4.18 0.99 1.42 -0.925
H 5.05 3.42 2.89 0.303
N 0.88 -0.73 1.10 1.052
C -2.03 -2.33 -1.72 0.673
C 2.29 0.69 -8.02 0.800
H -0.08 2.71 -2.21 0.644
H -0.99 0.74 -4.75 0.556
C 0.98 -0.24 3.97 -1.267
F 3.61 0.51 -8.16 -0.281
C -1.31 1.63 3.13 0.761
C 2.09 -4.25 1.39 -1.283
C -3.37 0.74 4.06 0.066
C 0.99 -2.16 0.99 1.125
H 1.39 -1.11 4.48 0.486
H -0.13 -3.16 -2.44 0.208
H -3.13 3.00 -2.34 0.407
H -3.77 1.14 6.14 0.547
C -2.50 0.94 3.02 -0.693
C -3.44 -3.55 0.76 -1.510
C -3.10 1.28 5.29 -0.692
H -3.14 2.58 -0.16 0.603
H 0.33 -6.83 -0.01 0.365
C 0.13 0.34 -1.44 0.531
C 4.11 1.49 2.72 0.561
C -1.94 2.02 5.42 0.271
H -3.55 4.92 0.56 0.476
C 1.19 -6.44 0.54 -1.682
H -4.02 -1.42 -1.55 0.315
H -2.25 1.47 -2.53 -0.569
C 0.50 0.74 -6.29 -1.232
H 2.92 -4.80 1.82 0.428
C -0.97 -2.56 -2.80 -1.819
P -1.39 -1.77 -0.10 -0.453
C 1.86 0.64 -6.58 0.319
F -2.78 0.47 1.77 -0.446
C 1.00 0.52 -3.94 0.341
H 2.83 -2.35 2.07 0.636
C -2.34 3.19 0.24 -0.435
F 0.07 2.89 4.58 -0.412
C -1.06 2.20 4.37 0.160
H 5.06 1.20 0.82 0.472
H -2.78 4.94 -1.02 0.325
H -4.13 -3.79 1.57 0.486
C -3.13 -1.38 -2.19 -1.664
F -4.49 0.04 3.84 -0.324
H 3.70 -1.54 -0.26 0.320
C -2.18 2.55 -2.62 -0.493
C 2.78 0.49 -5.56 -0.939
H 0.73 0.49 4.74 0.418
C 2.35 0.43 -4.24 -0.081
H 2.09 -6.73 0.00 0.374
H -1.85 5.31 0.43 0.314
H -0.73 -4.73 -0.38 0.317
C 2.04 -0.05 1.66 -0.480
H -2.30 2.99 1.30 -0.007
C 0.14 3.29 0.27 -1.356
H 1.22 -6.93 1.51 0.360
N -0.50 1.73 1.99 0.603
H -2.49 -3.30 -1.49 0.912
H -2.93 -2.31 3.25 0.521
H -3.43 -1.44 1.08 0.552
C 2.01 0.31 3.01 0.777
H 2.54 -0.50 -1.07 -0.197
H -2.01 2.79 -3.67 0.404
C 3.42 -0.50 -0.43 -1.264
H 1.21 2.99 2.11 0.306
H 3.83 0.41 -5.80 0.493
C 0.17 3.01 1.76 -0.720
C 3.18 0.19 0.88 0.978
C 2.05 -2.87 1.54 -0.402
Re -0.50 0.40 0.44 1.577
H -0.98 4.17 -1.87 0.684
H -0.57 -1.62 -3.17 0.264

111
Properties=species:S:1:pos:R:3:mulliken_charge:R:1 method="wB97M-V/def2-TZVPD" charge=+1
C 2.47 3.05 2.94 -1.823
C 1.70 3.07 -0.30 0.337
C 3.05 -0.19 0.73 -1.083
C -6.17 -3.05 -3.11 -2.126
C 0.68 -2.53 2.15 -0.043
H -0.16 4.76 2.15 0.474
C -5.25 -3.76 -2.13 1.988
C -6.06 -4.17 -0.89 -1.605
C -3.32 2.48 -3.53 0.551
H 3.13 0.33 -3.93 0.230
H 3.49 -4.03 3.28 0.461
H -3.18 -4.36 -0.40 0.542
C 1.31 2.53 2.15 -0.448
N 0.68 1.46 2.37 0.848
C 0.50 4.73 1.28 -2.326
N -1.98 -1.26 -0.79 0.539
N 2.21 0.61 0.24 1.634
N 2.98 -2.05 -3.24 -0.140
H -2.68 -1.90 5.52 0.514
H 2.69 -2.98 -2.99 0.279
H 2.12 3.79 3.68 0.323
H 1.41 5.28 1.52 0.468
H -5.46 -4.72 -0.17 0.331
H 1.71 1.01 -3.11 -0.022
C -4.19 1.51 4.31 -1.124
H -4.41 2.62 -6.79 0.463
N 1.16 2.02 -1.25 1.395
C -3.10 -0.96 5.19 -1.182
H 3.79 -1.66 -5.16 0.332
N 1.19 -1.51 1.45 0.368
H 0.00 5.23 0.46 0.443
H 2.96 2.25 3.48 0.459
C 2.09 -1.08 -2.96 0.784
H -4.11 1.17 -5.84 0.308
H -5.92 1.84 -4.16 0.305
H -6.89 -4.82 -1.19 0.457
N -1.80 1.38 -1.44 0.528
S 0.68 -1.54 -2.08 -0.710
H 0.42 0.06 3.56 0.312
H -6.25 3.26 -5.15 0.447
H -6.64 -2.17 -2.67 0.429
O -2.73 1.13 2.34 -0.601
H 4.13 -0.06 0.67 0.508
H -6.48 -3.29 -0.39 0.375
C -3.44 1.15 -3.16 -0.844
C -2.12 -2.52 -0.37 -1.147
H 4.38 0.96 -1.30 0.369
C -5.64 2.88 -4.33 -1.491
O 1.16 2.29 -2.57 -1.123
H -0.40 -2.58 2.20 0.476
H 5.01 3.02 -2.51 0.490
H 3.18 3.56 2.28 0.377
O -1.85 -0.85 3.05 0.048
H -4.06 -4.74 -3.67 0.368
C -2.88 -0.79 -1.66 -0.522
H -0.96 3.24 -1.26 0.163
C -3.85 4.50 -4.95 -2.148
H -4.67 -1.13 -2.77 0.745
B -1.83 0.10 1.98 1.771
N 2.30 0.14 -3.39 -0.060
C -4.56 0.95 5.53 -0.524
H -4.60 2.45 3.96 0.514
C -2.74 -0.39 3.99 0.532
C -3.27 0.81 3.56 0.789
C 2.28 4.24 -0.94 -1.452
C -4.67 -5.01 -2.80 -1.576
H -2.78 2.28 -6.20 0.362
C -1.69 2.65 -1.79 -0.812
H 4.70 -2.79 -4.13 0.352
H -5.48 -5.66 -3.14 0.456
C 2.48 1.74 -0.57 0.406
O 4.97 5.56 -2.75 -0.547
H -4.09 5.13 -4.09 0.395
H -4.11 0.50 -3.70 0.489
C -3.13 -3.35 -0.79 -0.723
H 1.99 5.86 -2.84 0.412
H -4.46 4.85 -5.79 0.438
C -4.15 3.03 -4.68 1.962
C -2.43 3.25 -2.80 -0.679
C 3.31 4.16 -1.80 0.453
H -1.38 -2.88 0.33 0.382
C 4.11 -1.87 -4.13 -1.019
C 3.81 5.37 -2.53 0.276
H 4.76 -1.07 -3.79 0.282
C -4.03 -0.26 5.96 -0.630
H 1.84 5.20 -0.73 0.852
H -2.80 4.65 -5.22 0.417
C 3.75 1.84 -1.28 -0.501
H -4.04 -5.59 -2.12 0.332
Y -0.19 0.18 0.01 -0.433
C 2.84 -3.33 2.77 -0.485
H -5.29 1.46 6.15 0.402
C -3.94 -1.56 -2.10 -0.557
C 2.53 -1.37 1.44 0.542
H -5.88 3.45 -3.43 0.367
H 1.00 -4.26 3.36 0.465
C 4.09 2.96 -1.93 -1.292
O 2.87 6.25 -2.92 -0.497
C 3.38 -2.26 2.07 -1.039
C -4.10 -2.87 -1.68 0.106
C -2.70 0.63 -2.11 -0.224
H -0.17 2.79 0.73 0.420
H -4.34 -0.67 6.91 0.417
H -6.97 -3.73 -3.41 0.426
H -2.27 4.29 -3.01 0.616
H 4.45 -2.09 2.03 0.532
C 0.80 3.27 0.94 1.178
H -5.64 -2.75 -4.02 0.432
O 1.11 0.74 3.47 -0.580
C -3.84 2.22 -5.95 -1.588
C 1.47 -3.46 2.82 -1.521

111
Properties=species:S:1:pos:R:3:mulliken_charge:R:1 method="wB97M-V/def2-TZVPD" charge=+1
N 0.47 1.78 3.13 0.816
C -3.23 -2.84 -4.23 -1.579
H -4.63 -5.03 -3.16 0.458
H -5.83 -3.03 -3.28 0.470
H -1.37 -4.15 -1.78 0.296
C -3.82 -4.62 -2.57 -1.789
H -2.21 -3.22 -4.37 0.325
C 3.91 -3.48 -0.69 -1.083
H 3.68 -4.23 2.59 0.484
H -1.72 1.58 4.88 0.822
O -1.55 -0.03 8.36 -0.540
H -3.91 3.58 3.11 0.384
H -5.80 2.62 -0.66 0.425
H -5.73 5.15 1.02 0.438
C 2.25 -2.97 -4.56 0.403
C 3.14 1.58 -3.58 0.851
N -0.86 1.50 -0.01 0.467
N 3.20 -2.67 -5.46 -0.258
H -5.96 1.54 0.74 0.350
O 2.65 2.74 0.10 -0.605
C -3.25 1.36 0.19 -0.481
H -4.56 4.97 -0.29 0.423
H -3.74 -0.58 -1.66 0.478
H 3.52 4.46 1.52 0.442
C 2.38 2.86 2.31 -0.125
H -3.21 -1.78 -4.46 0.363
C 2.78 -2.55 1.62 0.164
C 5.49 1.03 -3.45 -0.940
C 3.45 3.90 2.45 -1.834
H -4.12 0.74 0.11 0.491
H -3.88 -3.34 -4.95 0.446
H -1.61 2.46 6.70 0.373
C 2.16 -2.04 2.83 -0.077
H 6.33 0.60 -2.91 0.491
H 0.31 -2.98 -0.46 0.501
H 4.33 -3.80 -1.63 0.497
C 3.28 2.16 -4.82 -1.186
H 1.94 3.28 5.23 0.375
O 3.79 0.49 -1.72 -0.340
C -2.16 3.41 0.66 -1.031
H 2.29 -2.66 3.72 0.318
H 4.43 3.44 2.62 0.315
H -2.91 -5.14 -2.87 0.335
C 4.23 1.02 -2.91 0.586
O 2.01 1.42 -2.82 -0.194
C 0.88 -0.49 4.00 -0.348
C -0.87 0.91 5.02 -2.547
C -4.73 4.77 0.77 -1.818
C 5.64 1.62 -4.70 -0.588
C -1.36 0.73 7.45 0.267
O -1.94 1.96 7.45 -0.503
H 4.71 -5.09 0.49 0.457
H 6.62 1.65 -5.16 0.399
C 3.14 -2.33 -0.65 0.223
H 1.27 -4.53 -3.75 0.200
Y 1.15 0.08 0.33 -0.152
C 2.21 2.32 4.77 -1.555
H 1.80 1.53 5.40 0.207
C 3.56 -1.32 -5.84 -0.846
C 4.11 -4.18 0.48 -0.473
H -2.14 4.45 0.94 0.369
H -5.16 -1.45 -2.93 0.345
C -1.56 -3.13 -1.48 -0.753
C -0.13 0.57 3.79 2.152
C -2.01 0.82 -0.13 0.134
H -4.02 5.35 1.35 0.370
H 2.67 -0.75 -6.07 0.308
N 2.57 -1.87 0.47 0.080
C -5.13 -2.50 -2.64 -1.914
H -0.04 3.36 0.35 0.507
H 2.44 -4.99 -4.92 0.203
H 4.09 -0.80 -5.03 0.271
H -5.49 -2.59 -1.61 0.417
C -5.86 2.58 0.43 -1.914
C 0.50 -0.54 6.40 -1.937
C -4.67 3.28 1.09 2.072
C -1.89 -0.58 -0.62 -0.345
C -0.56 0.38 6.23 0.957
O -1.04 0.23 2.69 -0.269
H 1.99 -1.67 5.41 0.360
H 4.20 -1.37 -6.72 0.378
H 0.10 2.00 2.22 -0.608
S 1.34 -1.78 -3.80 -0.235
C 1.67 2.29 3.39 1.526
H 3.30 2.26 4.76 0.389
C -3.73 -3.11 -2.80 2.060
N 1.47 -0.96 2.84 0.444
H 0.74 -0.91 7.39 0.403
H 2.96 -1.76 -1.55 -0.014
H 3.24 4.58 3.26 0.440
H 3.77 -3.42 -5.81 0.231
H -4.70 2.02 2.87 0.367
C -0.61 -2.48 -0.72 -0.735
C -4.74 3.07 2.61 -1.717
N 2.10 2.29 1.12 1.092
H 4.71 2.62 -6.35 0.400
N -0.76 -1.22 -0.29 0.146
N 2.08 -4.29 -4.29 -0.455
C 3.54 -3.71 1.65 -1.034
C 1.17 -0.96 5.28 -0.862
H -1.60 -0.49 3.01 0.355
H -4.02 -4.85 -1.52 0.414
C 4.55 2.17 -5.37 -0.522
C -2.87 -1.16 -1.40 -0.624
C -0.96 2.79 0.34 -1.090
B 2.40 0.72 -1.66 1.573
H 2.42 2.59 -5.33 0.518
C -2.73 -2.47 -1.86 0.800
H -6.78 3.08 0.73 0.454
H -5.67 3.49 3.00 0.478
C -3.35 2.68 0.62 0.567

112
Properties=species:S:1:pos:R:3:mulliken_charge:R:1 method="wB97M-V/def2-TZVPD" charge=-1
O 0.62 2.60 -1.19 1.184
Bi 0.12 0.37 -0.83 1.658
C -3.00 -0.09 5.25 -0.491
C 0.10 -1.51 -6.00 -0.018
N -0.85 2.59 1.69 0.568
C -0.07 4.87 -2.74 0.580
H -3.18 -0.28 6.30 0.396
H 0.66 7.87 -4.14 0.378
H 2.87 -3.34 0.34 0.301
H -0.81 -6.00 3.87 0.464
C 0.85 4.89 -1.68 0.565
C 1.65 6.02 -1.49 -0.889
H 1.97 2.67 -5.38 0.495
C 3.82 -0.37 2.75 -1.852
Br -0.60 -4.42 -3.15 -0.210
H -4.19 -1.74 4.54 0.462
H 1.54 0.85 3.60 0.623
C -1.98 1.20 3.50 1.225
O 0.20 -1.75 -1.88 0.018
C -1.15 2.41 3.09 -1.843
C 2.46 -0.34 2.04 2.738
Br 0.07 -1.44 -7.90 -0.269
H 0.10 2.92 1.59 -0.146
H -0.54 -3.54 -5.97 0.444
H 4.60 1.32 0.32 0.516
N 0.95 0.52 -3.04 0.396
H -3.86 -6.51 1.81 0.359
C -3.14 -5.96 2.42 -1.418
H 4.48 0.43 2.41 0.277
H 1.93 2.31 -2.93 0.547
H 2.15 -2.51 2.19 0.402
H 1.95 -2.95 -1.13 0.079
C 0.52 -0.49 -3.85 -0.260
C 1.04 3.73 -0.73 -0.554
O -0.93 3.87 -2.99 -0.752
C 1.60 7.09 -2.37 -0.753
H 0.33 -5.80 2.53 0.334
H -1.79 1.66 5.59 0.458
H 0.65 -1.56 2.07 0.014
C -5.42 2.71 1.50 -0.363
C -0.64 -3.32 0.45 -1.295
H -3.24 -6.30 3.45 0.419
C 1.50 1.58 -3.60 -0.506
C -3.31 2.00 -0.27 0.112
C 1.53 1.77 -4.98 -1.138
C -0.69 -5.59 2.87 -1.306
H 0.99 0.96 -6.88 0.351
C -1.72 -6.19 1.92 0.713
O 1.61 3.90 0.34 -0.835
C -4.17 3.31 1.63 -0.238
C -1.75 3.50 0.97 -0.059
H -3.68 -1.21 2.15 0.623
H -0.85 3.19 -2.30 -0.028
H -1.34 3.64 -0.03 -0.632
C 0.53 -0.39 -5.26 0.797
C 1.69 0.90 2.51 -1.515
C 1.66 -1.58 2.48 -1.804
C -4.61 1.42 -0.33 -0.368
C -3.55 -0.90 4.28 -1.083
H -1.79 4.48 1.46 0.555
H 2.24 1.82 2.29 0.342
Si 2.60 -0.19 0.11 0.547
H 1.57 -1.58 3.58 0.492
H 4.33 -1.32 2.61 0.405
H 4.94 -2.22 0.90 0.343
N -2.50 -2.31 0.33 -0.242
H 2.90 -1.06 -2.73 0.289
C 3.63 -1.60 -0.73 2.615
C -2.22 0.98 4.86 -1.090
C 0.14 -1.70 -3.17 0.249
H -1.67 3.29 3.49 0.630
H 2.31 6.02 -0.63 0.480
H 0.42 -3.56 0.47 0.540
C -3.27 -0.61 2.95 -0.474
C -5.65 1.76 0.52 -0.405
C -3.14 2.96 0.79 0.073
C -0.13 5.97 -3.61 -0.807
H 3.81 1.53 -1.24 0.286
C 3.85 -1.23 -2.21 -2.104
H -0.21 2.33 3.64 0.699
C 5.01 -1.73 -0.07 -1.952
H -0.54 -5.95 0.11 0.377
H 3.55 -3.71 -1.25 0.536
H -2.28 -6.10 -0.18 0.431
C -1.52 -5.67 0.48 -1.306
H 3.66 -0.24 3.83 0.496
H 5.49 -0.76 0.07 0.261
H -3.41 -4.90 2.37 0.256
H 0.70 0.98 2.05 -0.591
H 4.46 -0.32 -2.31 0.363
H 2.26 7.94 -2.23 0.392
C 2.95 -2.98 -0.69 -1.808
N -1.17 -2.13 0.44 0.664
N -2.48 0.39 2.57 0.445
H -0.80 -4.50 2.94 0.180
H 5.67 -2.34 -0.70 0.504
N -2.79 -3.56 0.29 -1.005
H 3.10 2.25 0.20 0.194
H 4.38 -2.04 -2.72 0.570
I -4.95 0.03 -1.86 -0.097
C 0.71 7.05 -3.44 -0.292
I -6.98 3.27 2.80 -0.047
H -1.54 -7.27 1.86 0.284
N -1.61 -4.22 0.36 1.228
C -0.21 -2.77 -3.99 0.066
H -4.01 4.06 2.40 0.414
H -0.86 5.94 -4.41 0.475
C 3.62 1.37 -0.18 -1.350
C 1.01 0.82 -5.81 -1.003
C -0.25 -2.68 -5.38 -0.504
H -6.62 1.30 0.41 0.375
O -2.37 1.70 -1.08 -0.844

Calculated total energy in eV, matching the order above: -80307.98010 -82177.45369 -82177.82656 -236094.76678
F_max in eV Å⁻¹, matching the order above: 0.901 0.405 1.734 1.129